{
  "formula": "C15H46N4O8",
  "method": "ωB97M-V with the def2-TZVPD basis set",
  "e_homo_ev": -8.97,
  "e_lumo_ev": 0.45,
  "e_tot_ev": -38642.874,
  "orbital_gap_ev": 9.4,
  "smiles": "NC(N)=O.NC(N)=O.CC(C)O.CCO.CCO.CCO.CCO.CCO",
  "elements": ["C", "C", "O", "H", "H", "H", "H", "H", "H", "C", "C", "O", "H", "H", "H", "H", "H", "H", "C", "C", "O", "H", "H", "H", "H", "H", "H", "C", "C", "O", "H", "H", "H", "H", "H", "H", "C", "C", "O", "H", "H", "H", "H", "H", "H", "C", "O", "N", "N", "H", "H", "H", "H", "C", "O", "N", "N", "H", "H", "H", "H", "C", "C", "C", "O", "H", "H", "H", "H", "H", "H", "H", "H"],
  "positions_angstrom": [[-17.247, -11.115, -10.618], [-15.853, -10.844, -11.161], [-14.862, -11.281, -10.149], [-17.331, -11.180, -9.534], [-17.643, -12.084, -10.946], [-17.958, -10.365, -10.976], [-15.633, -9.793, -11.298], [-15.663, -11.458, -12.036], [-15.023, -12.223, -10.043], [-17.428, -11.732, -14.815], [-17.497, -10.214, -14.688], [-16.279, -9.660, -14.249], [-16.685, -12.031, -15.559], [-18.382, -12.134, -15.155], [-17.081, -12.151, -13.869], [-18.295, -9.912, -14.003], [-17.891, -9.832, -15.642], [-15.713, -9.459, -15.000], [-8.032, -9.962, -12.397], [-7.508, -8.578, -12.748], [-8.074, -8.167, -13.969], [-7.748, -10.221, -11.377], [-7.638, -10.720, -13.076], [-9.119, -10.026, -12.494], [-6.416, -8.654, -12.805], [-7.737, -7.909, -11.909], [-7.848, -7.257, -14.219], [-10.964, -7.756, -10.020], [-12.104, -8.666, -9.591], [-12.834, -9.116, -10.724], [-10.606, -7.228, -9.136], [-11.289, -7.023, -10.759], [-10.153, -8.351, -10.442], [-12.763, -8.202, -8.849], [-11.645, -9.506, -9.047], [-13.568, -9.660, -10.409], [-9.364, -11.066, -17.382], [-8.737, -10.894, -16.009], [-7.666, -9.958, -16.091], [-10.217, -11.744, -17.380], [-8.611, -11.485, -18.057], [-9.610, -10.078, -17.767], [-8.385, -11.836, -15.579], [-9.506, -10.508, -15.326], [-7.896, -9.232, -15.490], [-12.267, -7.827, -13.978], [-12.232, -7.085, -14.969], [-11.153, -8.330, -13.392], [-13.454, -8.155, -13.384], [-11.260, -8.867, -12.549], [-10.257, -8.186, -13.823], [-13.420, -8.764, -12.584], [-14.262, -7.892, -13.910], [-14.394, -5.960, -17.679], [-15.153, -5.905, -18.639], [-13.414, -6.909, -17.519], [-14.442, -5.077, -16.623], [-12.986, -7.046, -16.605], [-13.276, -7.555, -18.272], [-15.093, -4.316, -16.647], [-13.898, -5.183, -15.785], [-9.087, -4.924, -13.114], [-7.675, -4.588, -13.576], [-6.662, -4.723, -12.459], [-7.375, -5.465, -14.668], [-9.330, -4.390, -12.197], [-9.175, -5.999, -12.951], [-9.801, -4.611, -13.875], [-7.698, -3.543, -13.908], [-6.986, -4.108, -11.613], [-5.649, -4.399, -12.702], [-6.627, -5.745, -12.072], [-6.520, -5.204, -15.024]],
  "lowdin_charge": [-0.084, -0.255, -0.118, 0.075, 0.072, 0.074, 0.102, 0.098, 0.080, -0.084, -0.329, -0.085, 0.075, 0.075, 0.054, 0.107, 0.115, 0.084, -0.075, -0.305, -0.113, 0.078, 0.074, 0.059, 0.120, 0.099, 0.061, -0.083, -0.297, -0.106, 0.078, 0.073, 0.058, 0.115, 0.115, 0.050, -0.091, -0.338, -0.094, 0.069, 0.072, 0.074, 0.104, 0.099, 0.036, -0.627, -0.021, 0.192, 0.181, 0.070, 0.073, 0.062, 0.091, -0.680, 0.001, 0.144, 0.141, 0.033, 0.094, 0.092, 0.075, -0.040, -0.477, -0.054, -0.052, 0.085, 0.060, 0.089, 0.137, 0.084, 0.080, 0.070, 0.106]
}